ORCA calculation (ωB97M-V/def2-TZVPD) on 2 unconnected molecules or ions with the total composition C5H15NOS at a distorted geometry.

Each atom is followed by the atoms it is bonded to, with distances in Å.
Element x y z (Å)
1 C 1.5472 0.9401 -1.6106  N2 1.480, H8 1.139, H9 1.144, H10 1.069
2 N 0.8468 0.4372 -0.4080  C1 1.480, C3 1.500, C4 1.483
3 C -0.0315 1.5656 0.0462  N2 1.500, H11 1.124, H12 0.996, H13 1.064
4 C 1.6438 -0.1400 0.7012  N2 1.483, C5 1.564, H14 1.172, H15 1.005
5 C 0.6616 -0.5169 1.8580  C4 1.564, C6 1.536, H16 1.120, H17 1.125
6 C -0.3922 -1.6247 1.7071  C5 1.536, S7 1.868, H18 1.144, H19 1.083
7 S -0.3236 -2.6157 0.1253  C6 1.868, H20 1.320
8 H 0.7854 0.7981 -2.4457  C1 1.139
9 H 2.4022 0.2073 -1.8113  C1 1.144
10 H 1.9659 1.9150 -1.7443  C1 1.069
11 H -0.6501 1.1751 0.8989  C3 1.124
12 H -0.7000 1.8628 -0.6299  C3 0.996
13 H 0.4543 2.4145 0.4654  C3 1.064
14 H 2.3452 0.6544 1.2023  C4 1.172
15 H 2.3115 -0.8499 0.4555  C4 1.005
16 H 0.0918 0.4425 1.9563  C5 1.120
17 H 1.3422 -0.6171 2.7479  C5 1.125
18 H -1.4543 -1.2343 1.5371  C6 1.144
19 H -0.4270 -2.2018 2.6224  C6 1.083
20 H 0.0856 -1.6483 -0.6746  S7 1.320
21 O -4.2606 0.0297 -2.4785  H22 0.914, H23 0.982
22 H -3.4793 -0.1806 -2.0529  O21 0.914
23 H -4.7651 -0.8131 -2.4678  O21 0.982

Computed properties:
SMILES string: CN(C)CCCS.O
Molecular weight, Da: 137.25
Gap between HOMO and LUMO, eV: 9.3
Energy relative to the best compared isomer or geometry (same formula, charge and spin), kcal per mole: 59.4
E, eV: -19798.761
HOMO energy, eV: -8.7
E_LUMO, eV: 0.631